Here is a structure of composition C14H27N2OPm at a distorted geometry from OMol25. Energies are from ωB97M-V with the def2-TZVPD basis set.

Geometry (Å):
C  2.11793  3.11204  0.09964
H  2.17238  3.43882  1.14691
H  2.50768  3.94443  -0.51836
H  2.85158  2.30067  -0.02151
C  0.64022  2.76013  -0.25034
H  0.65430  1.93434  -0.98312
H  0.06528  2.37247  0.61998
C  -0.10865  3.98951  -0.80760
H  -1.20406  3.87608  -0.90179
H  0.07512  4.90141  -0.21412
H  0.25708  4.21898  -1.81922
C  -1.02759  -2.37095  -0.82138
C  -1.41928  -1.41069  -1.81988
C  -0.28395  -0.61064  -2.13143
C  0.78845  -1.02518  -1.31182
C  0.33831  -2.11446  -0.50434
C  1.18718  -2.88398  0.44565
C  2.21407  -0.62484  -1.52103
C  -0.20060  0.45956  -3.14577
C  -2.78555  -0.91928  -1.99652
C  -1.95365  -3.10167  0.07402
Pm  -1.08516  -0.24891  0.35206
H  2.84594  -0.92112  -0.66522
H  2.62778  -1.09897  -2.44079
H  2.29010  0.47293  -1.64083
H  2.17769  -2.43224  0.58708
H  0.74004  -3.01198  1.44251
H  1.32674  -3.88657  0.01546
H  -2.91067  -2.57199  0.22594
H  -2.17898  -4.04553  -0.43739
H  -1.51398  -3.34395  1.05642
H  -2.79819  -0.01750  -2.60545
H  -3.37355  -1.67475  -2.52804
H  -3.31733  -0.71444  -1.04504
H  0.46344  1.25646  -2.82752
H  0.15752  0.10449  -4.11500
H  -1.17897  0.89127  -3.31517
N  1.00737  -0.07139  4.37121
C  -0.20485  -0.13856  3.76704
N  -1.23692  -0.21705  4.62174
O  -0.35049  -0.14921  2.49709
H  1.04654  -0.06873  5.37987
H  1.83327  0.06399  3.81474
H  -2.18483  -0.20918  4.24642
H  -1.06880  -0.21382  5.62488

Computed properties:
Net charge   +2
HOMO (spin up / spin down)   -15.28 / -15.24 eV
Spin multiplicity   5
Maximum force   1.6 eV/Å
Expectation value of S²   6.017
LUMO (spin up / spin down)   -7.21 / -6.87 eV